This record from the Open Molecules 2025 dataset describes a structure of composition C12H10BrCl2IrNS at a distorted geometry. The level of theory is the ωB97M-V functional and the def2-TZVPD basis.

ORCA input file:
```
! wB97M-V def2-TZVPD RIJCOSX def2/J DEFGRID3
* xyz 1 1
H -0.651 -0.309 3.661
H -3.234 -4.263 2.484
S -0.520 2.347 -0.352
C -2.251 -4.364 2.021
Br 0.266 2.548 3.435
C 1.338 3.335 -3.775
C 2.617 2.813 -3.627
C -1.252 -2.510 0.621
C -1.623 -3.015 1.864
H 1.057 3.866 -4.674
C 2.956 2.138 -2.470
Cl 2.441 1.175 -0.013
C -0.827 -0.959 2.816
C 0.403 3.180 -2.769
H 3.349 2.935 -4.412
C 0.720 2.507 -1.584
H -0.406 -0.842 -0.432
H 3.944 1.721 -2.332
C -0.688 -1.258 0.525
H -2.364 -4.872 1.067
H -1.658 -2.536 3.968
C -1.393 -2.202 2.975
N -0.477 -0.495 1.605
Ir 0.487 1.310 1.437
Cl -1.185 3.820 -2.960
H -1.400 -3.088 -0.281
C 2.001 2.006 -1.479
H -1.648 -4.986 2.684
*
```

For the HOMO-LUMO gap (alpha / beta), the calculation gives 6.397 / 6.389 eV.